Entry 1:
C28H61FO7PS7 | wB97M-V/def2-TZVPD

Orbital gap ... 5.79 eV
Max |F| ... 1.0 eV/A
HOMO energy ... -4.0 eV
Total charge ... -1
Molar mass ... 784.2 u

The geometry in XYZ format:
```
105
Properties=species:S:1:pos:R:3:forces:R:3
C -0.065064 -5.648299 -6.328357 -0.019 0.017 -0.098
C 1.528741 7.773527 -0.330717 -0.074 0.084 0.016
H -2.883373 1.706586 1.938411 -0.180 -0.208 0.096
H 0.483729 1.021482 4.595157 0.141 0.082 0.093
C -0.568317 1.873755 -2.124996 0.051 -0.099 -0.082
H 3.987868 -2.490811 1.829075 -0.090 -0.044 -0.175
C 0.949791 -0.107682 2.686084 0.160 -0.265 0.173
H 3.530077 3.614243 0.222598 0.061 0.117 -0.193
C 3.810995 -6.704562 -2.389231 0.019 -0.072 -0.041
H -0.690906 -4.815152 -6.016525 0.003 -0.003 0.041
H -0.283743 1.990894 -3.162340 0.030 0.030 -0.084
O -4.605319 -0.196101 1.840748 -0.149 0.027 0.031
H 1.294540 4.229503 -1.166057 0.018 -0.010 0.070
H 1.083473 -1.870403 -1.687367 -0.200 0.098 0.174
H 1.122420 -3.597912 -1.819726 -0.101 -0.084 0.074
H 3.752531 2.122702 1.885590 0.099 -0.041 0.116
C -1.215228 2.895449 -1.446603 0.097 -0.268 -0.310
H 0.443934 -2.311948 2.175302 0.125 -0.014 0.097
H 3.295574 -1.704069 -2.222566 0.046 0.050 -0.041
C 1.607933 -2.750859 -1.329301 0.413 -0.408 -0.499
H 6.485950 -7.329613 -1.814983 -0.016 0.035 -0.002
S 3.035084 -2.083226 2.680975 0.491 -0.074 0.645
H -0.671625 -1.654228 -0.318070 0.218 -0.168 -0.042
C -1.318436 1.472082 0.522999 -0.118 -0.053 0.241
H -4.543193 7.708074 -0.555375 0.034 -0.042 -0.009
C 1.411996 -7.780581 -5.692823 0.040 -0.044 -0.079
P 1.213498 -1.435369 1.346942 -0.337 0.308 -0.922
H -1.503928 4.692721 6.418533 -0.001 -0.001 -0.045
C 0.767185 0.486005 3.723870 -0.296 -0.033 -0.146
H -3.887200 7.980534 1.081068 0.025 -0.034 0.017
O 2.453062 0.968023 0.911457 -0.046 -0.178 0.087
H 6.536101 -7.335276 -0.032783 -0.021 0.031 0.016
H -5.550999 7.376165 0.891743 0.008 0.011 0.020
H 4.533419 0.887897 0.924701 -0.067 -0.218 -0.183
H 4.803074 2.728632 -0.611555 0.019 0.021 -0.173
C 2.370592 -0.303933 0.309418 0.217 0.079 0.227
S -3.900285 5.679054 0.536871 0.064 0.043 0.084
O 3.529156 6.115512 -0.806314 0.013 0.128 -0.081
C -0.653112 0.439751 -0.145472 0.004 0.050 -0.098
C -3.811964 1.967517 5.625146 -0.059 -0.062 0.058
H -2.068915 3.468697 0.402637 -0.037 -0.003 0.099
H -6.579721 -1.850794 0.470691 0.002 0.021 0.027
C -5.608091 -2.315604 0.625853 -0.032 -0.042 -0.082
C -1.845493 1.382616 1.933333 0.320 0.485 -0.161
S 4.581119 -6.258121 -0.831274 -0.143 0.011 0.081
C -4.542918 7.357539 0.476974 -0.157 0.046 0.023
C -1.571551 2.673505 -0.135197 -0.096 0.218 0.029
H -4.514126 2.341961 6.371023 0.011 0.037 -0.017
H -3.156935 1.209108 6.054170 0.014 -0.011 -0.032
H 2.326550 -3.575978 0.498810 0.033 -0.032 0.160
H 2.154814 8.476681 0.215113 0.025 -0.022 0.008
C -0.302246 0.684109 -1.476424 0.123 -0.152 -0.060
H 5.472643 -8.482093 -0.885130 -0.006 0.004 0.014
O -2.609690 5.723839 -0.200421 0.089 0.147 -0.132
C 1.484933 -2.972336 0.166653 -0.213 0.259 -0.137
H 0.181772 -0.109241 -2.029250 0.043 -0.056 -0.074
H 3.437690 -7.728381 -2.328731 -0.013 0.007 0.023
H -1.282281 2.091318 2.540609 0.053 -0.045 0.128
H -1.441775 3.815816 -1.964915 -0.088 0.192 0.172
H -2.719413 -2.196072 2.854515 0.005 0.024 -0.002
H -4.859801 3.916161 -0.704863 0.034 -0.001 0.024
C -3.350517 -2.520200 2.028927 0.003 -0.051 -0.007
H -3.546878 -3.589319 2.115275 -0.007 0.003 0.025
C 1.033531 5.284792 -1.139703 -0.048 0.018 -0.091
H -4.350781 1.547122 4.777527 0.039 0.009 -0.041
S 2.219298 6.128370 -0.098667 -0.031 -0.048 0.063
H 3.771937 -2.869100 -1.025096 0.165 -0.294 -0.060
C -2.136153 3.824805 6.591831 -0.025 -0.062 0.127
C -0.418537 -0.921813 0.449948 -0.458 0.219 0.048
C 3.706159 1.600973 0.927783 -0.158 0.438 -0.006
H -4.950329 -2.092241 -0.214240 0.028 0.028 0.030
H 3.354649 -0.776285 0.286649 0.054 -0.080 0.035
H 3.062885 2.410511 -0.960713 0.149 -0.115 -0.253
H 2.979304 -6.026050 -2.559895 -0.024 0.015 0.021
H 0.848167 -5.272165 -6.789135 0.020 -0.002 0.041
H -1.722306 0.410686 2.389552 -0.154 -0.081 0.027
C 3.069490 -2.698329 -1.833492 -0.420 0.744 0.090
H 2.044691 -0.182431 -0.727496 -0.239 -0.141 -0.008
S -2.816332 3.324796 5.003814 0.124 0.052 -0.171
O 1.240324 -5.729600 -4.039516 0.046 0.018 -0.022
H 1.085608 5.706692 -2.144965 0.035 0.007 0.010
H -0.615663 -6.283986 -7.022197 -0.013 0.001 0.009
H 0.513243 7.794713 0.065757 -0.002 -0.017 -0.002
H 0.820391 -8.356562 -6.404668 -0.005 -0.009 0.010
C -5.112203 4.967786 -0.580413 -0.053 -0.041 -0.086
H -6.105195 5.060039 -0.140115 0.009 -0.024 0.023
H -1.173535 -1.062790 1.220768 0.103 -0.048 0.130
H -5.064975 5.478832 -1.542544 0.041 0.016 0.016
O 5.208275 -4.932080 -1.037663 0.246 -0.055 -0.006
H 2.220200 -7.253382 -6.199932 -0.008 0.034 0.027
H 4.539275 -6.604954 -3.195637 0.030 0.025 0.036
F 0.337060 -3.797989 0.368248 -0.056 0.015 0.040
C 5.903173 -7.480375 -0.905678 0.053 -0.066 -0.057
H 3.232431 -3.396241 -2.649307 0.157 -0.207 0.075
H -2.948150 4.085433 7.271587 -0.023 0.000 -0.033
C 3.800796 2.647116 -0.197652 -0.088 -0.103 0.616
H -1.537305 3.010504 7.000131 0.020 0.005 -0.011
H 1.531977 8.020084 -1.392752 0.023 -0.038 -0.006
H 0.030856 5.399004 -0.725498 0.016 -0.014 0.054
H -5.728729 -3.392532 0.744794 0.000 0.001 0.006
S -4.901418 -1.623394 2.128189 0.069 -0.085 0.019
S 0.353207 -6.590373 -4.856583 -0.079 -0.008 0.013
O -3.757501 4.402319 4.594009 -0.096 0.042 0.074
H -2.855865 -2.295034 1.085077 -0.018 0.011 0.003
H 1.822451 -8.445081 -4.935383 -0.017 0.014 0.030
```
Forces are in eV/Å.

Entry 2:
C5H5NO2 | wB97M-V/def2-TZVPD

Orbital gap ... 8.99 eV
Max |F| ... 0.9 eV/A
HOMO energy ... -8.5 eV
Total charge ... 0
Molar mass ... 111.1 u

The geometry in XYZ format:
```
13
Properties=species:S:1:pos:R:3:forces:R:3
H 0.903564 -2.041031 0.105293 -0.090 0.095 -0.048
O -1.591054 0.954520 -2.048959 -0.164 0.243 -0.081
H 1.732856 -0.955186 2.163919 0.010 0.000 0.120
C 0.418771 -0.081812 0.718793 -0.503 0.569 -0.418
C -0.820988 0.354965 -1.103847 0.245 -0.314 0.149
N 0.413469 -1.182878 -0.091180 0.074 -0.119 0.105
H -1.716078 1.885619 -1.814798 0.040 -0.347 -0.056
O 1.226061 0.925005 2.691554 -0.064 0.132 0.091
C 1.165333 -0.023557 1.948705 0.306 -0.346 0.042
C -0.336051 -0.940852 -1.197348 -0.135 0.518 0.075
H -0.485595 -1.660783 -1.964075 -0.016 -0.391 -0.351
H -0.550042 1.872895 0.491598 0.006 0.206 0.126
C -0.360247 0.893094 0.100347 0.290 -0.246 0.246
```
Forces are in eV/Å.

Entry 3:
C4H8O2 | wB97M-V/def2-TZVPD

Orbital gap ... 10.11 eV
Max |F| ... 2.9 eV/A
HOMO energy ... -9.1 eV
Total charge ... 0
Molar mass ... 88.1 u

The geometry in XYZ format:
```
14
Properties=species:S:1:pos:R:3:forces:R:3
O -0.511030 1.186663 -2.121959 0.101 0.402 -0.431
H -0.378045 -1.001238 -1.995369 -0.858 0.093 -0.175
C 0.359026 0.904915 -1.058235 0.272 -2.158 -0.684
H -1.309361 0.072000 0.000533 0.232 0.029 0.066
C -0.344345 0.569873 0.230973 -0.036 -0.002 -0.215
C 0.085400 -0.064922 -2.261876 -1.046 -0.261 -0.341
H 1.357855 0.514729 -1.320397 1.048 2.507 1.108
H -0.601204 1.480546 0.812275 0.262 -0.206 -0.269
C 0.016281 -0.577223 2.230989 -0.088 -0.103 0.314
H -0.046944 0.323201 2.864442 0.011 -0.174 -0.113
H -0.985215 -1.035862 2.173998 0.202 0.061 0.023
H 0.716191 -1.287986 2.677953 -0.171 0.125 0.010
O 0.511646 -0.269545 0.955664 0.051 -0.064 0.008
H 0.760077 -0.074136 -3.132976 0.020 -0.249 0.699
```
Forces are in eV/Å.

Entry 4:
C7H16O | wB97M-V/def2-TZVPD

Orbital gap (spin up / spin down) ... 10.39 / 6.74 eV
Spin multiplicity ... 2
Max |F| ... 1.8 eV/A
HOMO energy (spin up / spin down) ... -15.2 / -15.1 eV
Total charge ... +1
Molar mass ... 116.2 u
Expectation value of S² ... 0.753

The geometry in XYZ format:
```
24
Properties=species:S:1:pos:R:3:forces:R:3
H 2.072754 -2.086214 1.650596 -0.021 0.528 -0.576
C -0.562866 -0.769135 0.315953 -0.193 0.447 0.011
C 1.131710 1.597398 -1.074235 0.878 -0.121 -0.345
H 1.228944 -1.061848 -0.693084 0.437 -0.211 0.162
C 0.163231 -0.820016 1.585700 0.483 0.395 -0.589
H -1.290510 2.920945 -0.839340 0.176 0.034 -0.160
H 1.124890 2.500309 -1.688629 -0.285 -0.031 0.013
H 0.865246 -2.394133 2.798421 -0.029 0.055 0.117
C -1.953090 -0.532537 0.241417 0.056 -0.225 0.000
C 0.993536 -2.103529 1.755412 -0.267 -1.041 1.218
H 0.852552 0.025809 1.448467 0.341 0.117 0.061
H -2.426936 -0.639911 -0.713757 -0.302 0.058 -0.372
H 0.578442 -2.964218 1.231119 0.078 0.197 -0.359
O -1.699954 2.703174 -0.001433 -0.622 0.121 0.258
H -0.409336 -0.554632 2.460061 -0.502 -0.255 0.135
H -1.297655 1.895833 0.312138 0.356 -0.004 0.012
H 0.978861 1.917261 -0.044781 -0.372 -0.227 0.076
C 0.206507 -0.819616 -0.940121 1.162 -0.533 -0.078
H -2.582078 -0.300652 1.087642 0.098 0.030 0.221
H -0.789363 0.893055 -1.724509 -0.062 0.035 -0.135
H 0.513770 0.448821 -2.738155 0.175 -0.670 0.017
H 2.165376 1.261416 -1.143962 0.170 -0.092 0.157
C 0.239495 0.519875 -1.689644 -1.214 1.295 0.201
H -0.103528 -1.637464 -1.595276 -0.540 0.096 -0.047
```
Forces are in eV/Å.

Entry 5:
C2H7OS2 | wB97M-V/def2-TZVPD

Orbital gap ... 6.91 eV
Max |F| ... 1.6 eV/A
HOMO energy ... -3.3 eV
Total charge ... -1
Molar mass ... 111.2 u

The geometry in XYZ format:
```
12
Properties=species:S:1:pos:R:3:forces:R:3
H 0.901438 -0.797214 1.818824 -0.928 -0.133 -0.617
H -1.122568 2.441785 -0.146165 -0.478 0.191 -0.099
C 0.193301 -1.175717 -0.241501 0.790 1.344 -0.319
O 0.464235 0.155366 -0.599383 0.188 -0.386 0.285
H 1.025117 -1.843483 -0.585685 -0.174 0.301 0.288
H 0.001616 -2.312313 1.642859 0.112 -0.277 -0.174
H -0.940194 -0.865893 1.582417 0.617 0.317 0.007
H 0.503570 1.344780 -1.003456 0.493 -0.985 -0.417
S 0.815278 2.775965 -1.678825 -0.043 -0.263 0.111
S -1.197233 3.131478 -1.303081 -0.146 0.084 0.353
C 0.040592 -1.279385 1.282226 -0.096 -0.194 0.374
H -0.685148 -1.575368 -0.768232 -0.335 0.001 0.210
```
Forces are in eV/Å.